{
  "formula": "C12H19Cl2N3OTi",
  "method": "the ωB97M-V functional and the def2-TZVPD basis",
  "e_lumo_ha": [0.11177, 0.11180],
  "charge": -1,
  "largest_force_ev_per_a": 3.60,
  "spin_multiplicity": 2,
  "e_homo_ev": [-0.543, -0.392],
  "s_squared": 0.77,
  "symbols": ["Ti", "Cl", "Cl", "C", "H", "H", "C", "C", "H", "C", "H", "C", "H", "H", "C", "H", "H", "C", "H", "H", "H", "H", "C", "N", "C", "C", "C", "N", "C", "O", "N", "H", "H", "H", "H", "H", "H", "H"],
  "xyz": [[-2.446, -0.176, 1.524], [-2.680, -1.211, -0.435], [-4.368, 0.258, 2.401], [-0.144, 1.255, -0.792], [0.107, 1.365, 0.265], [-1.229, 1.244, -0.981], [0.703, 0.258, -1.527], [0.768, 1.798, -1.760], [1.478, -0.188, -0.891], [0.166, 2.389, -3.007], [1.659, 2.283, -1.348], [-0.864, 1.458, -3.650], [-0.299, 3.360, -2.778], [0.972, 2.611, -3.718], [-0.286, 0.058, -3.879], [-1.757, 1.386, -3.023], [-1.204, 1.882, -4.601], [0.172, -0.641, -2.593], [-1.029, -0.564, -4.390], [0.588, 0.146, -4.537], [-0.649, -1.262, -2.210], [0.982, -1.341, -2.836], [1.309, 1.008, 4.126], [0.807, -0.191, 3.440], [1.563, -1.348, 3.412], [1.140, -2.419, 2.680], [-0.074, -2.340, 1.984], [-0.925, -1.325, 2.302], [-0.389, -0.208, 2.876], [-1.124, 0.860, 2.644], [-0.461, -3.106, 0.961], [0.956, 1.039, 5.165], [0.970, 1.904, 3.603], [2.401, 0.965, 4.103], [2.520, -1.284, 3.928], [1.757, -3.303, 2.554], [0.162, -3.819, 0.606], [-1.252, -2.799, 0.383]],
  "lowdin_spin": [0.8675, 0.0185, -0.0051, 0.0022, 0.0006, 0.0024, 0.0001, 0.0004, -0.0001, 0.0000, 0.0000, 0.0000, 0.0000, 0.0000, 0.0000, 0.0000, 0.0000, 0.0000, 0.0000, 0.0000, -0.0001, 0.0000, 0.0002, 0.0024, 0.0278, 0.0201, -0.0082, 0.0204, 0.0275, 0.0247, -0.0030, -0.0002, -0.0001, 0.0002, 0.0020, 0.0010, -0.0008, -0.0001]
}

{
  "formula": "C5H8OS",
  "method": "the ωB97M-V functional and the def2-TZVPD basis",
  "e_lumo_ha": 0.01854,
  "largest_force_ev_per_a": 3.52,
  "e_homo_ev": -9.131,
  "smiles": "C[C@@]12CSC[C@H]1O2",
  "symbols": ["C", "C", "C", "S", "C", "C", "O", "H", "H", "H", "H", "H", "H", "H", "H"],
  "xyz": [[0.585, 1.557, 0.168], [-0.635, 0.429, -0.004], [-1.002, -0.215, -1.257], [0.432, -1.421, -1.493], [0.943, -1.110, 0.460], [-0.375, -0.643, 0.904], [-1.226, 0.498, 1.311], [1.007, 1.292, 1.297], [-0.046, 2.479, 0.239], [1.338, 1.533, -0.684], [-1.888, -0.892, -1.321], [-1.100, 0.606, -1.930], [1.255, -2.118, 0.763], [1.623, -0.393, 0.708], [-0.911, -1.602, 0.841]],
  "lowdin_charge": [0.0083, -0.5455, -0.3839, 0.8059, -0.2890, -0.3566, 0.0390, 0.1432, 0.0809, 0.0930, 0.0994, 0.0712, 0.0785, 0.0171, 0.1386]
}

{
  "formula": "C48H52N3O6PSiSr",
  "method": "the ωB97M-V functional and the def2-TZVPD basis",
  "e_lumo_ha": 0.01372,
  "largest_force_ev_per_a": 0.46,
  "e_homo_ev": -8.265,
  "symbols": ["Sr", "C", "C", "C", "C", "C", "O", "C", "N", "C", "C", "C", "C", "C", "C", "P", "C", "C", "C", "C", "C", "C", "C", "C", "C", "C", "C", "C", "H", "H", "H", "H", "H", "H", "H", "H", "H", "H", "H", "H", "H", "H", "H", "H", "H", "H", "H", "H", "H", "H", "H", "H", "O", "C", "C", "C", "C", "C", "C", "C", "O", "O", "H", "H", "H", "H", "H", "C", "C", "C", "C", "Si", "O", "C", "C", "C", "C", "C", "C", "C", "C", "C", "C", "C", "C", "H", "H", "H", "H", "H", "H", "H", "H", "H", "H", "H", "H", "H", "H", "H", "H", "H", "H", "H", "N", "C", "N", "O", "H", "H", "H", "H"],
  "xyz": [[0.730, -1.098, 0.377], [-0.472, -4.003, -1.286], [0.486, -4.769, -0.375], [1.945, -4.305, -0.441], [0.020, -4.795, 1.079], [-1.169, -5.700, 1.363], [-1.829, -5.032, 2.451], [-1.378, -3.752, 2.426], [-0.417, -3.484, 1.629], [-2.036, -2.921, 3.467], [-2.344, -3.591, 4.652], [-2.933, -2.925, 5.712], [-3.244, -1.581, 5.589], [-2.962, -0.916, 4.407], [-2.351, -1.564, 3.335], [-1.975, -0.666, 1.786], [-3.440, -0.998, 0.757], [-3.373, -0.563, -0.569], [-4.422, -0.808, -1.441], [-5.540, -1.508, -1.002], [-5.606, -1.954, 0.309], [-4.562, -1.698, 1.189], [-2.141, 1.069, 2.307], [-1.060, 1.612, 3.003], [-1.122, 2.911, 3.482], [-2.247, 3.689, 3.242], [-3.311, 3.165, 2.524], [-3.263, 1.854, 2.064], [-0.085, -3.959, -2.303], [-0.644, -2.973, -0.971], [-1.458, -4.472, -1.312], [0.473, -5.811, -0.716], [2.143, -3.411, 0.161], [2.257, -4.091, -1.460], [2.592, -5.082, -0.029], [0.870, -5.118, 1.692], [-0.894, -6.700, 1.686], [-1.867, -5.760, 0.523], [-2.109, -4.642, 4.744], [-3.149, -3.460, 6.628], [-3.711, -1.049, 6.407], [-3.214, 0.132, 4.315], [-2.485, -0.034, -0.898], [-4.359, -0.459, -2.464], [-6.358, -1.706, -1.683], [-6.475, -2.501, 0.652], [-4.628, -2.047, 2.213], [-0.164, 1.019, 3.167], [-0.282, 3.323, 4.026], [-2.287, 4.709, 3.604], [-4.183, 3.773, 2.321], [-4.101, 1.445, 1.512], [5.902, -0.603, 1.274], [5.518, 0.530, 1.920], [6.457, 1.494, 2.276], [6.067, 2.646, 2.938], [4.734, 2.845, 3.269], [3.805, 1.878, 2.924], [4.169, 0.723, 2.237], [3.070, -0.203, 1.801], [1.974, -0.139, 2.418], [3.243, -0.942, 0.789], [6.860, -0.594, 1.182], [7.501, 1.337, 2.028], [6.811, 3.388, 3.198], [4.424, 3.742, 3.788], [2.758, 1.999, 3.168], [-2.519, 3.040, -1.526], [-1.017, 3.341, -1.554], [-0.733, 4.395, -2.626], [-0.597, 3.888, -0.186], [-0.068, 1.719, -1.844], [-0.302, 0.666, -0.667], [1.788, 2.131, -1.957], [2.489, 2.358, -3.144], [3.850, 2.639, -3.148], [4.548, 2.714, -1.950], [3.876, 2.507, -0.753], [2.517, 2.212, -0.764], [-0.597, 0.962, -3.501], [-1.074, -0.354, -3.489], [-1.443, -1.008, -4.658], [-1.344, -0.356, -5.880], [-0.884, 0.953, -5.918], [-0.521, 1.599, -4.743], [-3.087, 3.959, -1.337], [-2.765, 2.332, -0.731], [-2.867, 2.623, -2.476], [-1.209, 5.345, -2.353], [-1.135, 4.104, -3.599], [0.338, 4.586, -2.739], [-1.189, 4.777, 0.063], [0.457, 4.180, -0.175], [-0.755, 3.147, 0.599], [1.969, 2.306, -4.093], [4.364, 2.814, -4.087], [5.606, 2.944, -1.948], [4.407, 2.571, 0.188], [2.010, 2.046, 0.183], [-1.129, -0.882, -2.546], [-1.801, -2.030, -4.614], [-1.627, -0.862, -6.794], [-0.810, 1.474, -6.865], [-0.172, 2.624, -4.809], [3.692, -0.783, -2.057], [2.494, -1.117, -2.591], [2.306, -0.864, -3.918], [1.607, -1.698, -1.941], [4.206, -0.036, -2.499], [3.742, -0.803, -1.039], [2.881, -0.168, -4.361], [1.342, -0.890, -4.213]],
  "lowdin_charge": [1.3978, -0.0588, -0.3669, -0.0621, -0.2813, -0.0831, 0.0003, -0.3201, 0.1249, -0.1346, -0.0132, -0.0645, -0.0627, -0.0647, -0.2939, 1.0725, -0.3570, -0.1034, -0.0675, -0.0856, -0.0830, -0.0768, -0.3839, -0.0972, -0.0780, -0.0877, -0.0790, -0.0891, 0.0875, 0.0353, 0.0807, 0.1417, 0.0489, 0.0788, 0.0870, 0.1539, 0.1333, 0.1272, 0.1188, 0.1067, 0.1079, 0.1044, 0.0630, 0.1059, 0.1014, 0.1020, 0.1029, 0.0947, 0.1050, 0.1028, 0.1049, 0.1071, 0.0725, -0.2654, -0.0304, -0.0871, -0.0864, -0.0253, -0.0820, -0.6338, -0.1263, -0.1402, 0.1074, 0.1118, 0.1035, 0.0999, 0.1142, -0.0851, -0.5960, -0.0920, -0.0862, 0.4297, -0.5470, -0.1959, -0.1150, -0.1052, -0.0953, -0.0668, -0.0848, -0.2016, -0.1162, -0.0896, -0.0971, -0.0884, -0.1065, 0.0849, 0.0540, 0.0785, 0.0823, 0.0629, 0.0765, 0.0853, 0.0774, 0.0583, 0.0854, 0.0998, 0.1009, 0.0924, 0.1019, 0.0772, 0.1018, 0.0987, 0.1001, 0.0865, 0.2092, -0.6272, 0.1955, -0.1222, 0.0896, 0.0720, 0.0963, 0.0858]
}

{
  "formula": "C4H7Cl",
  "method": "the ωB97M-V functional and the def2-TZVPD basis",
  "e_lumo_ha": 0.03609,
  "largest_force_ev_per_a": 8.40,
  "e_homo_ev": -9.800,
  "smiles": "CC1(Cl)CC1",
  "symbols": ["C", "C", "Cl", "C", "C", "H", "H", "H", "H", "H", "H", "H"],
  "xyz": [[-0.086, 1.612, -0.016], [-0.232, 0.210, -0.029], [1.381, -0.426, -0.026], [-1.165, -0.521, 0.910], [-1.340, -0.572, -0.807], [-0.027, 2.013, 1.175], [-0.983, 2.161, -0.539], [0.928, 1.783, -0.843], [-0.828, -1.299, 1.407], [-2.025, 0.125, 1.244], [-2.402, -0.258, -1.313], [-1.194, -1.646, -1.042]],
  "lowdin_charge": [-0.2032, -1.0534, 0.6826, -0.0847, -0.0662, 0.1510, 0.0993, 0.1383, 0.0196, 0.1109, 0.1375, 0.0682]
}

{
  "formula": "C27H19Cl4N6O7S2W",
  "method": "the ωB97M-V functional and the def2-TZVPD basis",
  "e_lumo_ha": -0.17698,
  "charge": 1,
  "largest_force_ev_per_a": 1.76,
  "e_homo_ev": -11.005,
  "symbols": ["W", "Cl", "C", "C", "Cl", "C", "Cl", "C", "O", "C", "O", "C", "Cl", "O", "C", "O", "C", "C", "N", "N", "C", "C", "O", "O", "H", "H", "H", "S", "N", "C", "C", "C", "C", "C", "N", "C", "C", "N", "C", "C", "C", "C", "C", "N", "H", "H", "H", "H", "H", "H", "C", "C", "O", "C", "C", "H", "H", "H", "H", "H", "H", "H", "H", "H", "H", "S"],
  "xyz": [[-0.680, -0.204, 0.045], [4.156, -1.675, 4.615], [2.649, -1.596, 3.799], [1.497, -2.134, 4.386], [1.587, -2.858, 5.937], [0.275, -2.085, 3.720], [-1.161, -2.740, 4.390], [0.207, -1.484, 2.468], [-0.893, -1.389, 1.729], [1.350, -0.929, 1.903], [1.161, -0.371, 0.671], [2.575, -0.991, 2.545], [3.968, -0.336, 1.775], [-3.620, 3.224, 3.935], [-2.350, 3.600, 3.867], [-1.913, 4.547, 4.457], [-1.442, 2.779, 3.008], [-0.068, 2.965, 2.918], [0.406, 2.088, 2.030], [-0.580, 1.343, 1.531], [-1.703, 1.755, 2.104], [-2.894, 1.009, 1.632], [-3.993, 1.124, 2.115], [-2.579, 0.232, 0.621], [-3.837, 2.457, 3.363], [0.567, 3.668, 3.433], [1.341, 1.981, 1.658], [-1.721, -5.236, -5.682], [-2.637, -4.918, -4.397], [-1.960, -4.066, -3.645], [-2.419, -3.505, -2.389], [-3.628, -3.823, -1.766], [-3.913, -3.242, -0.552], [-3.034, -2.313, -0.006], [-1.899, -1.966, -0.613], [-1.579, -2.588, -1.769], [-0.267, -2.286, -2.293], [0.468, -1.465, -1.528], [1.688, -1.133, -1.936], [2.216, -1.600, -3.135], [1.468, -2.443, -3.928], [0.196, -2.817, -3.493], [-0.695, -3.724, -4.189], [-0.441, -4.322, -5.341], [-4.301, -4.530, -2.232], [-4.819, -3.477, -0.014], [-3.244, -1.835, 0.936], [2.252, -0.483, -1.281], [3.209, -1.290, -3.427], [1.847, -2.821, -4.868], [3.728, 2.553, -1.850], [3.066, 2.508, -0.480], [1.663, 2.755, -0.516], [1.360, 4.097, -0.899], [-0.133, 4.335, -0.796], [4.642, 1.958, -1.844], [3.996, 3.563, -2.155], [3.052, 2.137, -2.601], [3.543, 3.225, 0.201], [3.172, 1.514, -0.045], [1.709, 4.276, -1.919], [1.907, 4.786, -0.242], [-0.667, 3.963, -1.669], [-0.337, 5.402, -0.708], [-0.540, 3.845, 0.091], [-0.977, 0.987, -1.673]],
  "lowdin_charge": [1.5123, 0.7129, -0.6971, -0.6910, 0.7212, -0.6104, 0.7506, -0.3628, -0.2173, -0.3297, -0.2955, -0.6079, 0.7555, 0.1583, -0.4822, 0.1434, -0.0096, 0.0645, 0.0949, -0.0565, -0.1056, -0.4817, 0.1463, -0.2435, 0.0827, 0.1596, 0.1581, 1.0764, -0.1996, -0.2947, -0.0601, 0.0553, 0.0170, -0.0530, -0.0064, -0.1264, -0.1549, -0.0543, -0.0888, 0.0074, 0.0514, -0.0595, -0.2963, -0.2001, 0.1354, 0.1280, 0.1234, 0.1098, 0.1240, 0.1344, -0.0662, -0.2838, -0.2448, -0.2596, -0.0711, 0.0799, 0.0775, 0.0809, 0.1252, 0.0477, 0.1189, 0.1266, 0.0518, 0.0873, 0.0551, 0.4371]
}